(1)
The following is a quantum chemistry calculation of a 27-piece molecular cluster, C32H55Cl53O2S overall in a non-equilibrium geometry, from the Open Molecules 2025 dataset.

Computed properties:
HOMO, eV: -9.07
LUMO level, eV: -1.1698
Electronic energy, a.u.: -26190.904106

XYZ file:
```
143
Properties=species:S:1:pos:R:3:forces:R:3:mulliken_charge:R:1
O 0.714 -3.491 -0.279 -1.8 3.1 -2.5 -0.5319
C 0.126 -2.565 -0.891 0.1 -1.6 1.0 -0.0993
C -1.481 -2.550 -0.896 -0.2 2.8 0.2 -0.0695
C -2.119 -1.302 -0.767 1.7 -1.7 -1.1 0.5137
S -3.953 -1.023 -0.686 0.9 -0.1 0.7 0.0976
C -1.153 -0.008 -0.665 -0.2 1.6 1.0 0.1242
O -1.383 0.974 0.050 0.4 -2.9 -2.1 -0.7455
C 0.200 -0.073 -1.527 1.0 -3.0 -0.3 0.6193
Cl 0.938 1.407 -2.300 -1.1 -1.8 1.3 -0.1398
C 0.832 -1.334 -1.650 -1.5 1.8 0.7 -0.5133
H -2.088 -3.500 -0.955 1.1 1.1 0.2 -0.0053
H -4.577 -1.365 -1.874 1.4 0.0 0.4 0.0543
H 1.805 -1.460 -2.230 -1.5 0.1 1.1 0.5434
C -7.548 -0.653 -2.173 0.0 0.1 0.1 0.4662
Cl -6.755 0.303 -0.912 -0.3 0.0 0.0 -0.1273
Cl -8.052 -2.237 -1.566 0.1 0.1 0.3 -0.1781
H -8.422 -0.117 -2.519 0.1 -0.1 0.3 -0.0992
H -6.853 -0.798 -2.997 -0.1 -0.2 0.2 -0.1250
C -6.000 -5.333 -1.261 -0.2 0.1 0.2 0.3582
Cl -4.263 -5.082 -1.468 0.1 0.0 0.0 -0.1660
Cl -6.616 -6.503 -2.431 -0.2 0.0 0.2 -0.1502
H -6.187 -5.706 -0.255 0.1 0.0 -0.2 0.3340
H -6.514 -4.386 -1.404 0.1 -0.1 -0.1 -0.3432
C 0.382 -5.048 2.913 0.1 0.1 -0.2 0.5113
Cl -0.735 -3.807 3.489 -0.2 -0.4 0.2 -0.1196
Cl -0.083 -6.652 3.496 0.1 -0.1 0.0 -0.1902
H 0.376 -5.051 1.825 -0.1 0.0 0.1 0.1389
H 1.382 -4.817 3.276 -0.2 0.0 0.1 -0.3529
C -10.287 -1.812 -5.085 -0.2 -0.2 -0.2 -0.3917
Cl -10.048 -0.306 -4.200 -0.3 0.1 -0.3 -0.0818
Cl -9.540 -3.189 -4.257 -0.5 -0.1 -0.3 -0.1411
H -11.356 -1.996 -5.178 0.1 0.0 0.1 0.3342
H -9.841 -1.713 -6.073 0.1 0.0 0.2 0.2916
C 1.618 -0.750 3.304 -0.1 -0.1 0.0 1.0399
Cl 0.480 -1.349 2.097 0.1 0.5 -0.1 0.1108
Cl 2.915 0.187 2.551 0.1 0.1 0.1 -0.0144
H 1.088 -0.112 4.005 0.1 -0.1 -0.3 -0.4305
H 2.053 -1.599 3.830 -0.2 0.2 -0.3 -0.6272
C -3.625 1.217 -4.317 -0.4 -0.1 0.1 -0.8149
Cl -5.278 0.823 -3.824 0.0 0.3 -0.2 0.0371
Cl -2.454 0.644 -3.118 -0.2 0.3 -0.5 0.2061
H -3.418 0.741 -5.274 -0.6 0.0 0.8 0.2539
H -3.532 2.298 -4.415 0.0 -0.1 0.1 0.3967
C 5.210 -0.722 5.748 0.0 0.3 0.0 -0.5123
Cl 3.952 -1.826 5.180 0.6 0.1 0.4 0.0597
Cl 6.767 -1.091 5.000 -0.3 0.2 0.2 -0.0745
H 4.928 0.298 5.490 0.0 -0.2 -0.1 0.2012
H 5.302 -0.816 6.828 0.0 -0.1 -0.2 0.3314
C -7.896 3.656 -4.147 0.2 0.1 0.1 -0.2283
Cl -9.292 2.953 -3.322 0.0 0.0 0.1 -0.1144
Cl -7.772 3.071 -5.810 0.1 0.0 0.0 -0.1556
H -8.003 4.739 -4.161 -0.1 -0.2 -0.1 0.3368
H -6.991 3.381 -3.607 -0.1 -0.1 -0.1 0.1680
C 2.621 -4.877 7.023 0.1 0.0 0.1 -0.1561
Cl 2.067 -5.300 8.648 0.1 0.0 0.0 -0.1851
Cl 1.660 -3.555 6.346 -0.3 -0.2 0.0 -0.0052
H 3.663 -4.567 7.073 -0.2 0.1 0.0 0.3393
H 2.526 -5.746 6.381 -0.2 0.2 0.2 -0.0293
C -1.105 -0.419 6.880 -0.3 -0.2 0.2 -0.3544
Cl -2.244 -1.034 5.678 0.0 0.0 0.1 -0.1219
Cl 0.204 0.491 6.115 0.1 0.2 0.4 -0.0991
H -1.636 0.236 7.568 0.1 0.0 -0.2 0.3556
H -0.678 -1.259 7.426 0.0 0.1 -0.2 0.2461
C -0.026 2.400 2.959 0.2 -0.3 0.0 0.4995
Cl 0.492 3.917 2.211 0.0 -0.2 0.0 -0.1719
Cl -1.729 2.441 3.428 0.1 -0.1 0.0 -0.1967
H 0.119 1.591 2.244 -0.1 0.2 0.0 -0.3496
H 0.579 2.222 3.847 -0.1 0.2 -0.1 0.1084
C 3.798 5.409 2.571 -0.2 0.1 -0.1 0.7921
Cl 3.908 6.456 3.992 -0.1 0.1 0.0 -0.1835
Cl 5.127 4.240 2.533 0.1 -0.1 0.2 -0.1392
H 2.855 4.869 2.602 0.2 0.0 0.1 -0.2164
H 3.842 6.024 1.675 0.1 0.0 0.2 -0.2535
C -12.079 -4.777 -1.609 0.1 0.0 -0.2 0.1512
Cl -13.594 -4.031 -1.086 0.0 0.0 -0.1 -0.1641
Cl -11.066 -5.205 -0.225 0.1 0.0 -0.1 -0.1549
H -12.306 -5.681 -2.171 0.0 0.1 0.2 0.2739
H -11.540 -4.076 -2.242 0.0 0.0 0.2 -0.1123
C 9.911 -1.539 2.326 0.1 -0.2 0.0 -0.4060
Cl 9.409 -2.000 3.955 0.5 -0.2 -0.1 -0.1572
Cl 8.900 -0.227 1.706 -0.2 -0.3 0.2 -0.0737
H 10.948 -1.207 2.352 -0.2 0.1 0.0 0.3058
H 9.817 -2.401 1.668 -0.1 0.1 0.1 0.3209
C -13.018 4.678 -2.612 0.0 0.1 0.2 -0.2871
Cl -13.182 2.918 -2.605 0.0 0.0 0.1 -0.1329
Cl -12.182 5.237 -4.065 0.0 0.1 0.0 -0.1407
H -14.010 5.125 -2.581 0.1 -0.1 -0.1 0.3102
H -12.448 4.983 -1.737 0.0 -0.1 -0.2 0.2467
C 9.251 -0.194 -2.192 -0.1 -0.1 -0.1 0.7247
Cl 8.006 -1.325 -2.734 -0.1 0.0 0.1 -0.1689
Cl 10.794 -0.507 -2.997 0.1 0.0 0.1 -0.1756
H 8.933 0.820 -2.423 0.0 -0.2 -0.1 -0.2056
H 9.384 -0.303 -1.119 0.0 -0.2 -0.2 -0.1597
C 6.541 1.981 -0.953 -0.2 -0.2 0.2 0.4004
Cl 5.366 1.384 -2.128 0.0 0.0 0.1 -0.0994
Cl 7.787 2.965 -1.735 -0.2 0.4 0.0 -0.1579
H 6.024 2.590 -0.213 0.1 0.0 -0.2 -0.0720
H 7.017 1.131 -0.464 0.0 0.0 -0.2 -0.0322
C 4.498 -3.574 0.505 0.0 0.1 -0.2 -0.6539
Cl 3.948 -4.003 2.129 0.2 0.4 -0.5 0.0052
Cl 3.537 -2.252 -0.165 0.4 0.1 -0.1 -0.0251
H 5.540 -3.264 0.555 -0.2 0.0 0.1 0.3550
H 4.403 -4.444 -0.142 -0.1 0.1 0.1 0.3187
C -6.790 -4.568 -6.440 -0.1 -0.1 -0.2 -0.4012
Cl -6.515 -3.081 -5.520 0.3 0.0 -0.1 -0.0481
Cl -6.067 -5.979 -5.658 0.0 0.1 -0.3 -0.1331
H -7.863 -4.729 -6.531 0.1 0.0 0.2 0.2345
H -6.349 -4.453 -7.429 0.0 0.0 0.2 0.3430
C -1.164 -0.602 -6.762 0.1 -0.2 -0.2 -0.3206
Cl -1.206 -1.809 -5.471 0.0 -0.1 -0.1 -0.0935
Cl -1.526 1.015 -6.141 1.4 0.1 -1.2 -0.1357
H -0.171 -0.596 -7.207 -0.1 0.0 0.2 0.2962
H -1.904 -0.865 -7.515 0.0 0.1 0.2 0.3085
C 10.597 2.724 -4.610 0.0 -0.1 0.2 0.1955
Cl 9.431 2.111 -5.789 -0.1 -0.1 0.1 -0.1539
Cl 11.835 3.714 -5.392 0.0 0.0 0.1 -0.1783
H 10.071 3.331 -3.875 0.0 0.0 -0.2 0.0826
H 11.078 1.881 -4.116 -0.1 0.1 -0.2 0.0383
C 11.028 2.879 0.932 -0.1 0.1 0.2 -0.3887
Cl 12.748 3.223 0.717 0.0 0.0 0.1 -0.1574
Cl 10.466 1.670 -0.228 0.5 0.5 0.0 0.0138
H 10.865 2.502 1.941 0.1 -0.1 -0.2 0.2670
H 10.462 3.798 0.786 0.1 -0.1 -0.1 0.2688
C -3.172 5.776 4.161 0.1 -0.1 0.1 0.1322
Cl -2.800 6.840 2.801 -0.4 -0.1 0.1 -0.1601
Cl -4.802 6.073 4.782 0.0 -0.1 0.1 -0.1794
H -3.104 4.744 3.828 -0.1 0.2 -0.1 -0.0627
H -2.452 5.955 4.957 -0.1 0.1 -0.1 0.2606
C 4.798 6.051 -1.273 0.2 0.1 -0.2 -0.5186
Cl 3.768 7.404 -0.790 0.1 -0.1 0.0 -0.0947
Cl 4.208 4.527 -0.600 -0.1 0.0 -0.4 -0.0296
H 4.802 5.980 -2.359 -0.1 0.0 0.2 0.3885
H 5.809 6.229 -0.911 -0.2 0.0 0.1 0.2734
C 0.551 8.768 2.124 -0.1 0.0 0.2 -0.3958
Cl 0.247 7.030 2.186 0.5 0.2 0.0 0.0061
Cl 1.465 9.204 0.673 -0.1 0.2 0.1 -0.1543
H -0.402 9.294 2.112 0.1 -0.1 -0.1 0.3011
H 1.123 9.060 3.002 0.0 -0.1 -0.2 0.2833
C 4.783 -7.266 4.895 0.1 -0.1 0.0 -0.4564
Cl 4.231 -7.691 6.520 0.2 -0.2 0.0 -0.1505
Cl 3.824 -5.944 4.218 0.2 -0.6 0.2 -0.0015
H 5.825 -6.956 4.946 -0.2 0.1 0.1 0.3126
H 4.688 -8.137 4.250 -0.1 0.1 0.1 0.3102
```
Positions in Å, forces in eV/Å.

***

(2)
The following is a quantum chemistry calculation of a 7-piece molecular cluster, C32H55F15N2O10 overall in a non-equilibrium geometry, from the Open Molecules 2025 dataset.

Computed properties:
HOMO, eV: -8.39
SMILES: CCOC(=O)C(F)(F)F.CCOC(=O)C(F)(F)F.CCOC(=O)C(F)(F)F.CCOC(=O)C(F)(F)F.CCOC(=O)C(F)(F)F.CCN(CC)CC.CCN(CC)CC
LUMO level, eV: 0.5115
Electronic energy, a.u.: -3612.252787

XYZ file:
```
114
Properties=species:S:1:pos:R:3:forces:R:3:mulliken_charge:R:1
C -1.971 5.621 -5.142 -0.3 -0.4 0.3 -1.1685
C -1.812 6.173 -3.730 -0.7 0.8 -1.3 -0.2411
O -1.285 5.187 -2.862 0.0 -0.9 0.3 -0.2302
C -1.918 4.971 -1.705 0.9 1.1 -0.3 0.2565
O -2.811 5.630 -1.284 -0.8 -0.2 0.4 -0.5362
C -1.185 3.902 -0.870 -0.6 0.2 -0.5 1.0007
F -1.525 2.683 -1.295 0.0 -0.3 0.0 -0.2291
F 0.126 4.041 -0.982 0.4 -0.1 0.1 -0.2185
F -1.542 4.033 0.395 0.1 -0.2 0.4 -0.2839
H -2.154 6.445 -5.831 0.3 0.0 -0.1 0.4001
H -2.862 4.994 -5.211 0.1 -0.1 0.2 0.3179
H -1.126 5.000 -5.437 0.1 0.3 -0.2 0.2689
H -2.798 6.535 -3.437 0.2 -0.2 0.5 0.3367
H -1.147 7.038 -3.734 0.2 -0.2 0.2 0.3070
C 0.591 -2.142 -3.548 0.9 -0.1 0.6 -0.2343
C 1.350 -3.460 -3.487 -1.2 -0.1 -1.7 -0.5354
O 2.389 -3.440 -2.519 0.5 -0.1 0.0 -0.2957
C 2.071 -3.733 -1.279 -0.1 0.1 0.0 0.2826
O 0.983 -3.987 -0.868 -0.5 -0.2 0.4 -0.4434
C 3.288 -3.657 -0.340 0.7 0.3 -0.3 0.8455
F 3.233 -2.496 0.341 -0.1 -0.3 0.0 -0.2160
F 3.313 -4.661 0.527 -0.2 0.0 0.0 -0.2578
F 4.441 -3.666 -1.021 -0.1 0.0 0.1 -0.2615
H -0.044 -2.043 -4.424 -0.1 -0.3 0.0 0.4607
H 1.346 -1.353 -3.599 -0.3 0.2 0.2 0.2087
H 0.010 -2.076 -2.629 -0.1 0.4 -0.2 -0.3454
H 1.824 -3.675 -4.445 0.4 0.2 0.2 0.4278
H 0.616 -4.263 -3.375 0.4 -0.2 0.7 0.3053
C 3.397 -0.622 2.933 0.3 -0.3 -0.6 -1.0326
C 2.769 0.604 2.276 1.2 -0.5 0.7 -0.0135
O 1.938 0.132 1.201 -0.2 0.3 -0.5 -0.0540
C 0.701 -0.155 1.515 -0.8 0.3 0.1 -0.3639
O 0.191 -0.057 2.593 0.0 -0.2 0.4 -0.1907
C -0.219 -0.523 0.320 0.7 0.8 0.3 1.0972
F 0.423 -0.423 -0.846 0.0 -0.3 -0.2 -0.0885
F -0.722 -1.736 0.473 -0.1 -0.3 -0.2 -0.1741
F -1.225 0.351 0.306 -0.2 0.0 -0.1 -0.3017
H 3.902 -1.204 2.161 0.0 0.1 -0.1 0.2052
H 2.643 -1.289 3.350 0.0 0.2 0.3 0.0873
H 4.181 -0.407 3.657 -0.3 0.3 0.2 0.4808
H 3.534 1.206 1.792 -0.1 0.0 -0.1 0.1183
H 2.253 1.220 3.008 -0.5 0.0 -0.3 0.3284
C -0.877 2.052 4.975 -0.1 0.6 0.4 -0.9080
C -2.010 1.447 5.764 0.0 -0.5 -0.2 -0.3142
O -1.836 1.774 7.153 0.3 1.0 0.1 -0.2464
C -2.749 1.362 8.004 1.0 -0.7 -0.2 0.2986
O -3.613 0.583 7.760 -1.0 -0.1 0.1 -0.5243
C -2.422 1.801 9.449 -0.8 0.0 -0.1 0.9127
F -3.550 2.253 10.023 0.2 -0.1 0.1 -0.2555
F -2.010 0.718 10.115 0.1 0.1 0.2 -0.2461
F -1.504 2.750 9.547 0.2 0.0 0.0 -0.2349
H -0.930 3.143 5.008 -0.3 0.0 -0.3 0.4777
H -0.979 1.665 3.963 0.4 0.2 -0.1 0.0674
H 0.103 1.857 5.407 -0.1 -0.6 -0.1 0.2519
H -2.039 0.362 5.651 0.1 0.0 0.2 0.2114
H -2.977 1.809 5.413 0.0 0.1 0.2 0.5150
C 0.107 -3.733 2.712 0.5 -0.7 0.3 -0.4803
C -0.799 -3.603 3.915 -0.6 -0.8 -0.5 -0.6647
O -0.314 -2.552 4.752 -0.6 0.7 0.5 -0.2093
C 0.531 -2.860 5.723 0.0 -0.3 -1.7 0.2237
O 1.022 -3.933 5.888 0.1 -0.2 0.8 -0.5421
C 0.961 -1.601 6.470 0.5 0.2 1.2 1.0272
F 2.297 -1.528 6.459 0.1 0.0 -0.2 -0.2789
F 0.484 -0.468 5.983 -0.2 0.1 -0.3 -0.1946
F 0.591 -1.669 7.759 -0.2 -0.2 -0.1 -0.3005
H 0.286 -2.750 2.297 0.0 0.0 -0.1 -0.1524
H -0.273 -4.408 1.946 -0.4 0.2 0.0 0.3153
H 1.058 -4.186 3.004 0.1 0.2 0.1 0.4527
H -0.944 -4.520 4.489 0.6 0.0 0.1 0.4069
H -1.819 -3.357 3.612 0.2 0.6 0.0 0.3146
C -4.866 -5.234 -3.875 -1.4 0.3 0.8 -1.4230
C -3.498 -4.745 -3.468 0.4 -0.7 -0.6 -0.4312
N -3.483 -3.612 -2.568 -0.3 0.6 0.1 0.2694
C -3.569 -2.348 -3.315 -0.6 -0.4 0.5 -0.2173
C -4.031 -1.204 -2.412 1.1 0.3 -0.2 -0.9965
C -2.318 -3.645 -1.685 0.1 -0.9 -0.1 0.8528
C -2.516 -4.685 -0.576 -0.2 0.6 0.2 -1.3390
H -4.858 -6.144 -4.473 0.2 0.2 -0.3 0.4212
H -5.478 -4.453 -4.336 0.3 -0.1 -0.5 0.2950
H -5.482 -5.479 -2.999 0.4 -0.1 0.2 0.3198
H -2.975 -5.600 -3.033 0.1 0.2 0.2 0.4848
H -2.945 -4.537 -4.402 0.2 0.2 0.1 0.2934
H -2.592 -2.173 -3.787 0.0 0.4 -0.1 0.0403
H -4.304 -2.472 -4.112 0.1 -0.1 -0.1 0.4894
H -4.123 -0.274 -2.975 -0.2 -0.1 -0.1 0.4370
H -4.958 -1.416 -1.888 0.0 -0.2 -0.1 0.3188
H -3.241 -1.002 -1.686 -0.2 0.0 0.2 -0.0184
H -2.080 -2.675 -1.261 -0.3 0.1 0.0 -0.3844
H -1.424 -3.925 -2.265 0.0 0.0 -0.1 -0.3172
H -1.547 -5.007 -0.197 -0.1 -0.2 0.0 0.1893
H -3.133 -5.510 -0.929 0.4 -0.3 -0.1 0.4494
H -3.103 -4.281 0.253 0.1 0.2 0.0 0.2726
C 1.670 2.171 -3.858 1.0 -0.2 -0.6 -1.1268
C 2.910 2.215 -2.953 -0.8 0.3 0.0 -0.0861
N 3.218 3.592 -2.603 0.2 0.4 0.1 0.5248
C 4.029 3.744 -1.398 -0.1 -0.9 0.0 -0.7218
C 3.187 3.590 -0.143 -0.1 0.6 0.9 -0.9268
C 3.708 4.408 -3.705 0.2 -0.1 -0.6 -0.7863
C 5.035 3.951 -4.331 0.0 0.2 0.4 -1.0709
H 1.280 1.152 -3.841 -0.4 0.2 0.0 0.1946
H 1.969 2.376 -4.892 0.0 -0.1 0.0 0.3912
H 0.954 2.954 -3.620 -0.2 -0.3 0.4 0.1996
H 2.685 1.653 -2.044 0.0 0.2 0.1 -0.0524
H 3.733 1.659 -3.426 0.2 0.2 -0.1 0.2490
H 4.805 2.961 -1.359 0.2 0.1 -0.1 0.2831
H 4.543 4.703 -1.436 -0.1 0.1 0.1 0.5296
H 2.584 2.683 -0.139 0.0 0.0 -0.2 -0.0645
H 3.782 3.566 0.777 0.3 -0.2 -0.2 0.4847
H 2.537 4.450 0.035 -0.2 -0.1 -0.4 0.2492
H 3.841 5.435 -3.360 -0.1 0.0 0.2 0.5435
H 2.959 4.489 -4.498 -0.2 -0.2 0.1 0.2962
H 5.384 4.690 -5.052 0.0 0.0 0.0 0.4267
H 4.974 2.986 -4.833 -0.1 0.0 0.0 0.2589
H 5.774 3.889 -3.528 0.2 -0.1 -0.2 0.2557
```
Positions in Å, forces in eV/Å.

***

Question: electronic energy of number 2 (C32H55F15N2O10)?
Answer: -3612.252787 a.u.

***

Question: The highest HOMO belongs to which entry?
Answer: C32H55F15N2O10

***

Question: Among the records above, which one has the highest LUMO level?
Answer: C32H55F15N2O10